The following is a quantum chemistry calculation of 6 unconnected molecules or ions with the total composition C55H66Cl2F43NO10 at a distorted geometry, from the OMol25 dataset.

```
177
C55H66Cl2F43NO10 wB97M-V/def2-TZVPD
Cl 1.29939 -4.54042 -6.80817
Cl 2.19362 -7.38431 -5.91995
F -4.06040 -2.87316 -0.04032
F -10.27115 -3.47352 -1.16843
F -2.40808 1.20422 12.73935
F -5.91693 -3.98156 0.27743
F 0.63586 -8.28287 -0.66428
F -7.98688 -2.57405 1.32615
F -9.76591 -3.83978 1.47877
F -0.47349 -10.60686 0.44426
F 1.28275 5.00445 -0.00399
F -3.06894 9.03121 5.92959
F -1.37355 -9.76474 -1.97659
F -0.98328 3.14950 11.53443
F -5.04499 -1.64946 -2.18331
F -2.98413 -9.00360 2.28155
F -1.75115 2.25457 6.88706
F -3.02445 -9.38253 0.14634
F -0.88296 5.86746 4.11241
F -2.40894 3.85871 5.00516
F -6.81107 5.85872 8.69060
F -2.00977 3.61127 2.87752
F -8.37962 -4.45710 -0.76959
F -2.30989 5.99075 7.50002
F -4.94243 5.13102 7.81940
F -1.77240 5.89668 1.45599
F -0.08448 3.64839 0.99260
F -6.18541 -1.24879 -0.36289
F -1.32801 5.41719 -0.63124
F 0.09312 -8.77516 -3.25956
F -3.21478 8.63364 8.05751
F -0.30012 -3.53657 -0.28574
F -0.01418 -6.53870 -1.80791
F -3.56648 6.58173 9.80223
F 0.15055 4.52552 5.48545
F -5.01335 5.10806 10.51354
F -0.74457 -2.03074 -1.74695
F 0.14915 1.93540 12.95691
F -0.95879 7.61268 6.92377
F -2.18023 0.77531 10.60947
F 0.89798 1.92294 7.37755
F -2.07031 2.91758 8.94856
F -2.11332 -11.48697 1.59580
F -1.58372 -3.99316 -1.94306
F -0.37960 0.65235 8.58634
O 1.61232 -0.48555 -4.84169
O -4.49378 7.50095 6.58833
O -2.26786 0.49094 -5.94907
O 0.89827 5.32624 2.13055
O 0.60565 -3.72838 -2.22888
O -8.43701 -2.30468 -1.43429
O -0.59151 -0.30083 -4.70196
O 0.65049 2.43768 9.49487
O 0.70616 1.52589 -5.22379
O -1.45176 -8.04170 1.04525
N 1.84761 -3.82198 -4.20622
C 4.72928 -2.01686 -1.31274
C -2.20368 -9.17620 1.19181
C 1.68462 3.26804 -6.59668
C -5.92243 -2.19228 -1.29074
C -5.16727 -3.35944 -0.65219
C -5.49814 6.16758 8.47836
C -1.51790 0.86407 11.77928
C -0.79680 5.87094 0.52721
C 5.38057 -0.52414 -6.32796
C -2.63262 2.96508 -2.22806
C -2.23102 1.04396 -3.63501
C -2.19435 2.42746 -3.44115
C -9.18885 -2.83810 0.77879
C 0.32992 4.92522 0.95063
C -1.45187 -7.29698 -0.15710
C -1.15611 2.81835 7.96751
C -5.49666 7.41612 7.58132
C 1.84640 -4.84304 -5.16566
C 0.49502 2.36234 -6.35934
C -0.47844 -3.32134 -1.57774
C -2.73139 0.19331 -2.63582
C 3.90063 -0.14004 -6.41702
C 0.87738 4.50771 3.28374
C 9.78183 2.56505 -1.39096
C 1.79203 4.31933 -5.49591
C 2.22984 -6.06422 -4.81181
C 2.97587 -1.33763 -6.69893
C -0.42723 1.93570 11.71912
C -7.19888 -2.51060 -2.08487
C -3.17420 0.72711 -1.42265
C -0.43897 -7.70441 -1.23878
C -0.93653 -8.56429 -2.40247
C 2.01595 -1.65787 -5.55240
C -1.44179 3.58097 4.10120
C 3.79644 -2.82193 -2.24729
C -2.15059 7.03073 6.65168
C -4.88074 6.29161 9.87319
C 0.54293 0.18040 -5.41380
C -3.10574 2.11001 -1.22389
C -0.33768 4.63282 4.21526
C 7.40182 0.34157 -5.04656
C 2.66434 -2.62752 -4.51544
C 0.55396 -3.52346 -3.67157
C -9.02664 -3.28152 -0.67754
C 8.82912 1.58717 -2.10839
C 6.23299 0.70130 -5.96695
C 3.02684 -1.91987 -3.21222
C 9.25770 1.21040 -3.54340
C 0.72067 1.73075 10.71785
C 8.20756 1.55452 -4.61393
C 0.00791 1.92688 8.40171
C -1.73786 0.43293 -4.89181
C 2.70243 -6.40030 -3.43293
C -3.26870 8.05488 6.84341
C -1.32329 -10.39778 1.46822
H 5.62246 1.41804 -5.41433
H -7.20540 -1.78302 -2.89499
H 7.55098 2.34212 -4.24793
H 2.66633 4.95164 -5.61569
H -0.17742 -4.22765 -4.06093
H 9.25343 3.47313 -1.10848
H 2.13157 -1.56732 -2.70667
H -6.42176 7.34474 7.01178
H 3.61311 -2.99034 -4.90400
H 0.90458 4.94785 -5.46963
H 1.11030 -2.13860 -5.90971
H 5.75966 -2.34774 -1.40220
H 9.44815 0.14047 -3.57888
H 5.72952 -0.94732 -7.26583
H 2.61114 2.70837 -6.69628
H 1.49439 3.79077 -7.53475
H 6.58689 1.22252 -6.85718
H 8.02809 -0.39288 -5.55170
H 10.60592 2.87060 -2.02979
H -3.53691 0.07091 -0.64778
H 0.94002 0.67375 10.56533
H 5.49434 -1.22315 -5.49752
H 3.64094 0.38871 -5.50605
H 8.71137 1.94495 -5.49975
H 10.18696 2.14314 -0.47670
H -1.13848 -6.30042 0.15177
H -1.08946 -0.11053 12.02978
H 8.75671 0.68661 -1.50377
H -0.80108 3.81604 7.71015
H 4.35881 -3.58341 -2.78668
H -1.05165 2.57866 4.29538
H -0.41615 6.88387 0.38479
H 0.20666 -2.51410 -3.88524
H 10.17899 1.73917 -3.77386
H 1.90849 -6.22823 -2.71774
H 4.44262 -2.17327 -0.27543
H -5.39240 7.06321 10.45544
H 0.25123 1.80422 -7.26301
H 3.55157 -5.77137 -3.18418
H 2.38999 -1.13313 -7.59539
H 6.95157 -0.10405 -4.15617
H 1.59411 2.15230 11.21244
H 1.85641 3.82432 -4.52797
H -0.75191 -10.25097 2.38663
H 3.81014 0.55787 -7.24972
H 3.09789 -3.35680 -1.61216
H 4.65174 -0.95132 -1.50869
H -7.14578 -3.49090 -2.55913
H -9.81437 -1.94526 0.83416
H -1.74226 -8.05990 -2.94339
H 0.46264 -0.09365 -6.46827
H -3.41800 2.53102 -0.27775
H -1.82901 3.07359 -4.22560
H -5.57079 8.33378 8.16532
H -2.45599 -7.18402 -0.56661
H 7.83498 2.02757 -2.12689
H 3.62510 -1.04405 -3.45597
H 2.98262 -7.44433 -3.37247
H -2.76600 -0.87019 -2.81480
H -2.59101 4.02702 -2.05952
H 1.10001 3.46620 3.05171
H -4.85625 -4.08118 -1.41282
H 3.58641 -2.20441 -6.93516
H 1.71572 4.87162 3.87571
H -0.36589 3.00050 -6.15387
H -2.14747 6.65581 5.63326
```

Values from the calculation:
Highest occupied orbital energy (eV): -9.17
SMILES string: CCCCCCCCC[C@H](O[C@H](OCCC)OC(=O)c1ccccc1)[C@@H](CCC)N(COC(F)(F)F)/C(Cl)=C(\C)Cl.FC(F)C(F)(F)COC(F)(F)C(F)F.FC(F)C(F)(F)COC(F)(F)C(F)F.FC(F)C(F)(F)COC(F)(F)C(F)F.FC(F)C(F)(F)COC(F)(F)C(F)F.FC(F)C(F)(F)COC(F)(F)C(F)F
E (Ha): -8157.162879
HOMO-LUMO gap (eV): 9.4
ΔE to the lowest compared entry with this formula, charge and spin (eV): 0.000
Net charge: 0

---

The following is a quantum chemistry calculation of a molecular structure, C55H66IrN3O5P at a distorted geometry, from the OMol25 dataset.

```
131
C55H66IrN3O5P wB97M-V/def2-TZVPD
Ir -0.57007 -1.38967 -0.14747
P -1.76427 0.43955 -2.17739
O -1.56585 -3.15945 -0.88290
O -0.58137 -1.79895 1.79508
O 1.25510 -2.48725 -0.21201
O -2.29261 -4.91733 -2.02554
O -0.65143 -0.69430 -2.09061
N 0.39424 -2.92483 -3.10492
N -0.60973 -3.86158 -2.91126
N 0.72127 -0.09731 0.51939
C -0.91843 -1.63065 4.86813
C 4.38402 -0.90652 -1.12010
C -4.42786 1.10275 -2.96532
C 2.90229 0.72710 -0.24235
C -1.27203 2.16664 -1.77002
C 1.99059 -0.29650 -0.00906
C 3.52837 -1.96699 -0.85686
C 0.40181 0.32059 1.81462
C 4.99945 1.59017 -1.33645
C -3.46929 1.62192 0.68996
C 6.25381 1.08244 -2.04634
C -0.16795 1.16856 -4.42275
C -1.92273 3.29484 -2.27380
C -1.96710 -0.10189 -0.23936
C -1.34680 -2.94016 4.19860
C -3.26800 -5.12675 -0.99691
C 0.58688 1.58787 2.33642
C -0.39035 4.74316 -1.11745
C -1.49889 4.57001 -1.93681
C -4.39701 2.04762 1.62227
C -0.44389 0.38319 -6.67774
C -5.54287 -1.20313 -1.93741
C -0.46646 3.37548 5.54419
C -0.14611 2.35527 -0.97626
C 5.42678 2.44725 -0.13895
C -4.81119 1.17996 2.62730
C 4.21036 2.46139 -2.32718
C 5.20360 -3.62236 -0.08066
C -3.34777 -0.52654 1.78079
C 0.29464 3.63236 -0.65604
C -3.58603 0.14586 -2.39822
C 0.17555 3.27612 4.16049
C -2.92041 0.33386 0.76377
C -0.25755 -0.72461 2.50011
C -4.16817 -1.01618 -1.89504
C 2.23117 -1.65040 -0.38206
C 0.17314 1.84264 3.63305
C 0.29544 1.07200 -5.72463
C -2.10210 -0.09860 -5.00171
C 3.02971 -4.50301 -0.84808
C 4.09822 0.44674 -0.87043
C -0.28116 0.74687 4.37879
C 4.06006 -3.39177 -1.08187
C -4.29616 -0.10790 2.69912
C 1.61166 3.80614 4.23979
C -5.80288 0.92434 -2.99659
C -0.48558 -0.53850 3.87887
C 4.61103 -3.54539 -2.50737
C -1.45110 -3.88599 -1.87222
C -6.36674 -0.22950 -2.47699
C -1.64733 -0.19637 -6.31263
C -0.63834 4.15339 3.19450
C -1.38078 0.59181 -4.02850
C 0.28249 -1.93656 5.77526
C -2.08714 -1.14186 5.73808
H -0.54140 4.42498 5.83510
H 0.12543 2.86274 6.30503
H 2.63445 1.74136 0.03151
H -0.84862 -4.51276 -3.64752
H 0.43167 1.70330 -3.69483
H 4.83076 -3.55493 0.94243
H -2.78309 -5.23161 -0.02861
H 3.84844 -3.30987 -3.25361
H 4.93441 -4.57621 -2.66926
H -0.00501 -2.64525 6.55611
H -2.87407 -0.70861 5.12116
H 5.46712 -2.89867 -2.69739
H 0.39941 1.49082 -0.62192
H -2.25576 -2.81358 3.60918
H -0.16405 4.22268 2.21398
H 6.85149 1.93323 -2.37805
H 4.56515 2.88516 0.36696
H -3.54536 -1.76682 -1.43642
H -0.50090 0.90512 5.42576
H 0.09612 -2.17950 -3.72216
H -0.05441 5.73859 -0.85788
H 0.66012 -1.03145 6.25282
H 6.87610 0.47553 -1.38598
H 1.01570 2.36379 1.71314
H 2.61637 -4.46537 0.15735
H -1.63737 3.73636 3.04916
H 2.09830 3.77718 3.26355
H 5.99511 -2.88163 -0.20081
H -2.75047 3.19098 -2.95428
H -4.63195 -0.78664 3.47193
H -1.54040 -3.67936 4.97998
H -4.01529 1.98802 -3.41896
H 5.97345 1.84697 0.59016
H 2.19051 -4.44799 -1.53548
H 3.83281 1.85545 -3.15331
H 5.63758 -4.61518 -0.22287
H -2.50802 -1.98106 6.29623
H -3.14502 2.29468 -0.09509
H -7.43950 -0.36933 -2.49794
H 5.35125 -1.14534 -1.53909
H 1.23627 1.53386 -5.99721
H -2.02072 5.43186 -2.33218
H 1.24107 -3.38112 -3.40600
H -0.07968 0.29405 -7.69328
H -3.77380 -6.04577 -1.27485
H 4.85078 3.24456 -2.74029
H -5.54403 1.50805 3.35365
H -2.94105 -1.52859 1.82098
H 1.09559 -2.37818 5.19623
H -1.77714 -0.38849 6.46335
H -6.43364 1.68645 -3.43542
H -3.97360 -4.30173 -0.97076
H 3.35535 2.94082 -1.84825
H 1.18183 3.76172 -0.04680
H -3.04211 -0.57190 -4.74440
H 6.07392 3.26430 -0.46630
H 6.00284 0.48887 -2.92731
H 2.20669 3.20621 4.93053
H -0.73975 5.16540 3.59327
H -2.23788 -0.73017 -7.04695
H -5.97637 -2.10661 -1.52599
H 3.53002 -5.46525 -0.98575
H -1.47308 2.95340 5.54741
H 1.61995 4.84107 4.59072
H -4.80364 3.04865 1.56075
H -0.57903 -3.32632 3.53238
```

Values from the calculation:
Highest occupied orbital energy (alpha / beta) (eV): -6.84 / -6.78
E (Ha): -3121.520816
HOMO-LUMO gap (alpha / beta) (eV): 6.3 / 5.4
ΔE to the lowest compared entry with this formula, charge and spin (eV): 2.795
Net charge: 0
2S+1: 2

---

The following is a quantum chemistry calculation of a molecular structure, C55H67F8N5O15S at a distorted geometry, from the OMol25 dataset.

```
151
C55H67F8N5O15S wB97M-V/def2-TZVPD
S 6.49863 2.46730 -0.85004
F 8.76748 7.73748 -0.78272
F 5.22364 9.75114 -0.47499
F 6.08800 6.84412 -2.71293
F 8.07223 6.11087 -2.41357
F 6.93867 7.03807 1.06121
F 7.35423 8.91707 -1.87340
F 7.53163 9.09299 0.93963
F 5.08776 9.07457 1.56724
O -0.71379 -4.08728 7.82001
O -2.83451 -6.05352 -5.18246
O -0.18427 -2.41224 9.06599
O -1.69094 -3.64946 0.90790
O 5.13760 1.87070 -1.54765
O 5.84720 3.39083 0.29497
O -9.12670 -3.22506 -3.39791
O 8.77522 15.99451 4.28044
O 10.44214 14.74087 4.82774
O -1.58374 -1.49680 0.90680
O 7.17353 1.31413 -0.37123
O 4.17466 6.57792 0.76715
O 7.29662 3.18477 -1.77336
O -10.50574 -1.56643 -3.41948
O -4.50383 -4.79143 -5.70863
N 0.09531 -3.41549 8.43628
N -1.64402 -2.57280 1.47429
N -10.25137 -2.75492 -3.38754
N 9.37345 14.93415 4.27773
N -3.96825 -5.87732 -5.59154
C -1.64055 -1.36365 3.61889
C -1.67631 -1.36643 5.00459
C 4.14204 -4.61080 8.31884
C -1.65934 -2.57111 2.94369
C 3.73534 5.41955 0.05806
C 1.34960 -1.70747 -0.38743
C 9.40398 12.58132 3.54942
C 2.21559 -2.26833 -1.51622
C 4.50504 1.81566 1.42448
C 2.77663 0.15736 0.44402
C -6.02756 -6.89873 -6.47266
C -1.72575 -2.56910 5.69859
C 7.46317 7.88251 -1.04047
C 1.50090 -3.83965 8.40704
C 8.83601 11.52719 2.85192
C -12.18622 -5.93648 -3.16664
C -2.10865 -2.69498 -4.16066
C 7.01558 6.57484 -1.77059
C 4.41194 2.96576 0.42669
C -12.67228 -3.20395 -3.33278
C 2.44181 -3.10970 9.11149
C 3.76974 -3.50095 9.06545
C -4.18329 -8.31888 -5.83295
C 4.07266 2.69029 -1.01085
C 1.37676 -3.12224 -2.48327
C -6.31065 -3.05390 -2.10330
C 6.79534 8.13506 0.33358
C 4.23489 7.69582 -0.07599
C -13.48924 -5.45746 -3.16660
C -0.77979 -3.33215 -3.74204
C 2.16753 -1.19523 0.81548
C -6.19590 -9.28262 -6.72403
C -7.62606 -4.64131 -0.59838
C -4.74839 -7.06414 -5.97266
C -6.75241 -8.01711 -6.85177
C -1.70250 -3.77740 3.62125
C 7.00555 12.94294 2.19138
C 7.64041 11.70769 2.16993
C 3.18557 -5.33736 7.62260
C -13.73173 -4.09317 -3.25364
C -1.73525 -3.77273 5.00652
C 0.24083 -2.33438 -3.17106
C 3.73300 4.21504 0.98826
C -11.37936 -3.69570 -3.32510
C -11.12215 -5.05290 -3.24836
C -5.10870 -3.44985 -2.96081
C -3.74992 -3.17199 -2.25694
C 5.34691 8.67218 0.29692
C -6.34828 -3.78519 -0.73391
C 3.20832 1.01615 1.65018
C 7.56620 14.00076 2.88896
C -4.91452 -9.43330 -6.21144
C 1.85545 -4.95347 7.66638
C -2.90687 -2.09963 -2.98203
C 8.76314 13.80763 3.55575
H -5.13290 -4.50605 -3.23010
H -11.99939 -6.99979 -3.09979
H 4.51625 -2.93819 9.60924
H -14.74775 -3.72224 -3.25610
H -6.46224 -5.91453 -6.57247
H 4.00186 3.53424 -1.70151
H 3.15187 2.13936 -1.19236
H 3.47766 -6.20231 7.04271
H 2.72373 5.60116 -0.32635
H -1.66798 -0.42953 5.54555
H 5.18156 -4.90995 8.27862
H 2.69190 -1.48854 -2.11745
H -1.76133 -2.56448 6.77438
H 2.92814 -1.94310 1.04529
H -1.77183 -4.70714 5.54891
H 10.33604 12.43886 4.07677
H -1.71278 -4.71532 3.08492
H 6.07315 13.08174 1.66054
H -3.93962 -2.76854 -1.25746
H 4.31895 4.50650 1.86338
H 0.75446 -0.90225 -0.81866
H -5.14127 -2.84221 -3.86782
H 5.30201 1.10815 1.20361
H 7.20499 10.88774 1.62271
H -4.48375 -10.42027 -6.11005
H 0.93235 -3.97599 -1.96509
H -0.31554 -3.78083 -4.62674
H 0.66299 -1.76348 -4.00247
H -14.31872 -6.14964 -3.09728
H 3.42784 0.31638 2.46310
H -6.33423 -1.97227 -1.94699
H 4.40147 5.30424 -0.79917
H -3.16738 -4.08615 -2.13366
H 2.39244 1.63632 2.02733
H 6.60936 5.83164 -1.08234
H 2.73520 3.96211 1.34678
H -1.60169 -0.42697 3.08156
H 0.63451 -2.47298 -0.07632
H 2.01717 0.72093 -0.10657
H -6.26377 -3.05140 0.06842
H -10.10846 -5.42746 -3.24780
H -5.49399 -4.45944 -0.63934
H 2.15475 -2.24403 9.69063
H -7.81519 -4.87571 0.44959
H 3.30362 8.26160 0.05643
H -6.76238 -10.15442 -7.02596
H 4.30047 7.46688 -1.14636
H -7.49498 -5.55516 -1.17764
H -2.72487 -3.48419 -4.58758
H -0.98410 -4.14844 -3.04457
H -8.47143 -4.08080 -0.99724
H 3.60878 0.01573 -0.25083
H 7.07036 14.96047 2.90405
H 9.32773 10.56348 2.83649
H -3.18516 -8.43779 -5.43696
H 1.11299 -5.52036 7.12371
H 3.00721 -2.92359 -1.13860
H 1.47140 -1.10712 1.65476
H -12.86292 -2.14252 -3.39730
H -1.95500 -1.92645 -4.92332
H 4.76158 2.27665 2.38211
H -3.60943 -1.38650 -3.42320
H -7.75150 -7.90175 -7.25009
H -2.25478 -1.57131 -2.28629
H -0.23200 -1.65123 -2.46825
H -7.22339 -3.28739 -2.65698
H 2.00783 -3.53740 -3.27423
```

Values from the calculation:
Highest occupied orbital energy (eV): -9.89
E (Ha): -4734.967049
HOMO-LUMO gap (eV): 9.0
Net charge: 0